Here is a cluster of 2 separate species, C2H6O2 in total in a non-equilibrium geometry from OMol25. Energies are from ωB97M-V with the def2-TZVPD basis set.

Geometry as ORCA input:
```
! wB97M-V def2-TZVPD RIJCOSX def2/J DEFGRID3
* xyz 0 1
C 1.012 0.452 0.126
C 0.744 -1.010 0.104
O -1.697 0.752 0.051
O -1.864 -0.590 -0.001
H 1.824 0.462 0.841
H 1.107 0.930 -0.914
H 0.183 0.863 0.745
H 0.076 -1.560 0.814
H 0.529 -1.407 -0.917
H -1.915 1.108 -0.849
*
```

## Properties
HOMO (alpha / beta) (Ha): -0.3965 / -0.2995
Gap between HOMO and LUMO (alpha / beta) (eV): 11.25 / 7.35
E_tot (Eh): -230.03311
F_max (Eh/bohr): 0.067
LUMO level (alpha / beta) (hartree): 0.017 / -0.029

Atomic partial charges in e from the natural (NBO) method, atoms 1 to 2:
1. C -0.725
2. C -0.259